Here is a structure of composition C48H54MoN2OS2SbSi3 at a distorted geometry from OMol25. Energies are from ωB97M-V/def2-TZVPD.

Each line ends with the Mulliken spin population.
Element x y z (Å)
Mo 0.349 -0.207 0.435  2.055
S 7.399 -1.275 -0.171  0.000
C 7.811 -2.918 -0.041  -0.005
C 6.716 -3.713 0.126  0.002
C 5.519 -2.960 0.150  -0.004
C 5.726 -1.613 0.001  0.003
C 4.724 -0.549 -0.028  -0.010
C 3.372 -0.856 0.181  0.042
N 2.394 0.050 0.134  -0.016
C 2.707 1.352 -0.135  -0.011
C 4.026 1.760 -0.294  -0.021
C 4.303 3.159 -0.494  0.001
C 3.301 4.055 -0.566  -0.005
C 1.926 3.633 -0.490  -0.005
C 0.852 4.514 -0.661  0.021
C -0.450 4.055 -0.671  -0.002
C -0.638 2.677 -0.484  0.031
N 0.354 1.819 -0.271  -0.034
C 1.641 2.289 -0.282  -0.012
C -1.614 4.925 -0.839  -0.002
C -2.915 4.560 -1.060  0.000
C -3.796 5.665 -1.147  0.000
C -3.143 6.850 -0.983  -0.001
S -1.475 6.633 -0.735  0.000
C 5.028 0.785 -0.239  0.041
H 8.846 -3.219 -0.099  0.000
H 6.768 -4.787 0.224  0.000
H 4.544 -3.417 0.262  -0.002
H 3.075 -1.863 0.408  -0.013
H 5.334 3.474 -0.587  0.000
H 3.511 5.106 -0.716  0.000
H 1.061 5.567 -0.822  -0.001
H -1.625 2.266 -0.510  0.018
H -3.246 3.537 -1.186  0.001
H -4.857 5.590 -1.336  0.000
H -3.558 7.846 -1.009  0.000
H 6.060 1.093 -0.375  -0.001
C -3.127 0.806 0.177  -0.004
O -2.000 -0.086 0.372  -0.016
Si -2.296 -1.763 0.159  0.026
C -3.388 -2.337 1.520  0.007
C -3.206 -2.027 -1.416  0.002
C -0.440 -2.087 0.209  -0.065
Si 0.067 -3.198 1.760  -0.070
C -0.238 -4.898 1.077  -0.015
C -0.946 -2.924 3.291  0.002
C 1.850 -3.015 2.279  0.048
Si 0.180 -2.774 -1.483  0.019
C 0.131 -1.132 -2.430  0.024
C -0.852 -4.098 -2.264  0.004
C 1.942 -3.367 -1.506  0.005
H -4.041 0.306 0.499  0.000
H -3.217 1.069 -0.877  0.002
H -2.999 1.689 0.799  -0.003
H -4.418 -2.102 1.236  0.000
H -3.174 -1.866 2.477  -0.002
H -3.347 -3.421 1.655  0.001
H -4.054 -1.336 -1.438  0.001
H -3.633 -3.033 -1.425  0.000
H -2.638 -1.892 -2.334  -0.001
H -1.178 -4.969 0.525  -0.002
H -0.300 -5.592 1.922  -0.004
H 0.568 -5.237 0.423  0.000
H -1.842 -3.544 3.300  -0.001
H -1.253 -1.894 3.467  -0.002
H -0.335 -3.220 4.148  0.000
H 2.562 -3.418 1.559  0.006
H 1.958 -3.609 3.192  0.003
H 2.143 -1.995 2.540  -0.007
H -0.808 -0.953 -2.957  0.001
H 0.957 -1.021 -3.136  0.003
H 0.215 -0.274 -1.738  -0.009
H -1.830 -4.267 -1.820  -0.001
H -0.304 -5.042 -2.224  0.001
H -1.004 -3.850 -3.319  0.000
H 2.672 -2.563 -1.600  0.003
H 2.044 -3.985 -2.404  0.000
H 2.215 -4.004 -0.662  0.000
C 0.593 -0.948 7.399  -0.002
C -0.478 -0.118 7.108  0.000
C -0.648 0.387 5.823  0.000
C 0.270 0.040 4.839  -0.031
C 1.356 -0.786 5.126  -0.012
C 1.515 -1.278 6.412  0.000
Sb 0.172 0.960 2.950  0.017
C 1.779 2.308 3.153  0.002
C 1.589 3.597 3.648  -0.001
C 2.692 4.399 3.913  0.000
C 3.976 3.914 3.703  0.000
C 4.165 2.619 3.237  0.004
C 3.068 1.815 2.958  -0.005
C -1.636 2.019 2.960  -0.016
C -2.763 1.346 3.436  0.007
C -3.988 1.997 3.476  0.001
C -4.092 3.309 3.026  -0.002
C -2.974 3.975 2.541  0.001
C -1.740 3.334 2.511  0.008
H 0.719 -1.333 8.403  0.000
H -1.185 0.149 7.883  0.000
H -1.479 1.049 5.617  -0.001
H 2.086 -1.040 4.367  -0.001
H 2.360 -1.913 6.647  0.000
H 0.599 3.977 3.865  0.000
H 2.546 5.397 4.305  0.000
H 4.831 4.539 3.924  0.000
H 5.167 2.229 3.107  0.000
H 3.236 0.794 2.624  0.002
H -2.691 0.326 3.799  0.001
H -4.859 1.484 3.863  0.000
H -5.047 3.817 3.064  0.000
H -3.056 4.998 2.195  0.000
H -0.876 3.867 2.132  -0.001

Properties
2S+1: 3
Kohn-Sham gap (spin up / spin down), hartree: 0.192 / 0.205
Total charge: +3
Lowest unoccupied orbital energy (spin up / spin down), eV: -9.7 / -9.4
Maximum force, hartree/bohr: 0.0400
<S²>: 2.07
HOMO level (spin up / spin down), eV: -14.97 / -14.98


Here is a structure of composition C48H55As2IN5OTl at a distorted geometry from OMol25. Energies are from ωB97M-V/def2-TZVPD.

Each line ends with the Mulliken charge.
Element x y z (Å)
Tl 0.671 -0.059 0.009  1.178
C -0.963 2.684 -2.917  -1.560
C -1.036 2.437 -1.398  2.010
C 0.021 3.230 -0.628  -1.350
N 1.248 2.441 -0.399  0.294
C 2.277 3.068 0.038  0.040
C 2.316 4.508 0.425  -0.504
C 3.397 5.298 0.705  -0.306
C 4.797 4.999 0.773  -0.688
C 5.386 3.755 0.565  -0.417
C 4.810 2.505 0.326  -1.177
C 3.381 2.148 0.474  1.220
N 2.956 0.978 0.885  0.425
C 3.897 0.060 1.383  -1.442
C 4.519 -0.861 0.248  -0.363
C 3.484 -1.856 -0.189  -1.571
N 2.574 -1.327 -1.156  0.911
C 2.750 -1.571 -2.423  0.612
C 3.960 -2.147 -3.038  -1.681
C 4.026 -3.140 -4.009  0.023
C 3.081 -3.652 -4.887  -0.965
C 1.846 -2.999 -5.128  -0.489
C 1.270 -1.909 -4.500  -0.310
C 1.641 -1.116 -3.319  0.387
N 1.108 0.013 -2.992  0.157
C 0.265 0.680 -3.942  -0.656
C 0.260 2.228 -3.672  -1.029
H -1.010 3.765 -2.996  0.521
H -1.826 2.272 -3.396  0.512
H -0.958 1.365 -1.201  -0.837
H -1.990 2.800 -1.076  -0.681
H -0.389 3.546 0.354  0.447
H 0.259 4.179 -1.129  0.488
H 1.287 4.878 0.594  0.275
H 3.137 6.301 0.925  0.379
H 5.498 5.778 1.115  0.206
H 6.488 3.649 0.513  0.261
H 5.524 1.663 0.271  0.135
H 3.398 -0.633 2.078  0.042
H 4.742 0.478 1.929  0.568
H 5.402 -1.242 0.728  0.393
H 4.881 -0.174 -0.586  0.360
H 2.917 -2.177 0.736  -0.093
H 3.977 -2.732 -0.589  0.963
H 4.779 -2.100 -2.261  0.248
H 5.018 -3.653 -3.976  0.254
H 3.295 -4.485 -5.491  0.413
H 1.195 -3.447 -5.927  0.214
H 0.324 -1.546 -4.867  0.339
H -0.762 0.305 -3.840  0.021
H 0.692 0.522 -4.933  0.664
H 0.322 2.759 -4.640  0.373
H 1.174 2.487 -3.169  0.294
C 1.201 -3.361 3.470  -1.417
As -0.141 -2.557 2.246  1.330
C -1.279 -4.158 2.080  -1.860
C -1.153 -1.612 3.667  0.428
C -2.481 -2.105 3.873  -0.617
C -3.387 -1.270 4.561  -0.478
C -3.004 -0.041 5.065  -0.806
C -1.654 0.321 4.974  -0.543
C -0.751 -0.344 4.114  -0.188
As 1.038 0.359 3.896  0.577
C 1.478 0.703 5.861  -1.503
C 0.554 2.181 3.416  -0.723
H 0.761 -3.625 4.409  0.469
H 1.977 -2.651 3.627  0.295
H 1.606 -4.298 3.035  0.392
H -1.726 -4.482 3.019  0.555
H -0.658 -4.922 1.639  0.437
H -2.120 -4.062 1.419  0.464
H -2.851 -3.027 3.480  0.308
H -4.485 -1.676 4.609  0.155
H -3.719 0.600 5.588  0.382
H -1.290 1.202 5.460  0.215
H 0.728 1.304 6.445  0.354
H 2.330 1.306 5.808  0.470
H 1.611 -0.205 6.318  0.436
H -0.071 2.807 4.027  0.583
H 0.108 2.101 2.434  -0.356
H 1.510 2.688 3.283  0.417
I -6.858 -0.436 -2.006  -0.060
C -6.047 1.416 -1.498  -0.017
C -6.701 2.522 -1.963  -0.664
C -6.304 3.728 -1.405  -0.306
C -5.326 3.845 -0.481  -0.930
C -4.611 2.679 -0.068  1.396
C -3.584 2.659 1.008  -1.428
C -3.028 1.477 1.305  0.176
C -3.304 0.256 0.658  -0.495
C -4.322 0.152 -0.279  -0.960
C -4.964 1.393 -0.580  1.002
H -7.552 2.460 -2.749  0.194
H -6.957 4.587 -1.537  0.290
H -5.056 4.807 -0.011  0.284
H -3.443 3.638 1.528  0.149
H -2.237 1.487 2.008  0.423
H -2.872 -0.672 1.032  0.235
O 0.958 -3.913 -0.407  -0.433
C 0.219 -4.543 -1.450  -0.823
C -1.120 -3.918 -1.783  0.146
C -1.239 -2.582 -2.088  1.184
C -2.479 -1.993 -2.267  -0.842
C -3.599 -2.829 -2.335  -0.351
C -3.365 -4.152 -2.023  -0.500
N -2.171 -4.661 -1.743  -0.591
H 1.332 -3.088 -0.752  -0.173
H 0.069 -5.569 -1.093  0.307
H 0.885 -4.641 -2.328  0.333
H -0.354 -1.913 -2.085  0.264
H -2.595 -0.972 -2.429  0.661
H -4.642 -2.443 -2.418  -0.095
H -4.187 -4.909 -1.983  0.333

Properties
Kohn-Sham gap, hartree: 0.198
Total charge: -2
Lowest unoccupied orbital energy, eV: 3.9
Maximum force, hartree/bohr: 0.0748
HOMO level, eV: -1.49


Question: Look up the maximum force of the first one.
Answer: 0.0400 hartree/bohr


Question: What is the formula in the first record?
Answer: C48H54MoN2OS2SbSi3


Question: Among the records above, which one has the lowest maximum force?
Answer: C48H54MoN2OS2SbSi3


Question: What is the formula in the second record?
Answer: C48H55As2IN5OTl